The following is a DFT calculation (ωB97M-V/def2-TZVPD) of C54H75GeN8O3P3SY as an isolated structure in a non-equilibrium geometry.

Results
- total charge = +2
- 2S+1 = 2
- HOMO-LUMO gap (alpha / beta) (eV) = 7.0 / 5.2
- relative energy (zero: lowest compared OMol25 entry of this formula, charge and spin) (eV) = 0.000

```
146
Properties=species:S:1:pos:R:3:mulliken_spin:R:1
Y -0.012 0.104 0.096 -0.01
C -2.264 -3.436 -4.484 0.00
C -1.982 -3.324 -2.985 0.00
C -1.344 -4.632 -2.512 0.00
P -1.099 -1.767 -2.468 0.00
C -2.365 -0.538 -3.017 -0.01
N -3.371 -0.380 -1.978 0.00
Ge -2.884 -0.390 -0.133 -0.02
N -3.295 -2.123 0.505 0.01
C -2.298 -3.072 0.945 0.00
P -0.745 -2.302 1.571 0.00
C 0.467 -3.687 1.454 0.00
C 1.106 -3.696 0.060 0.00
C -0.064 -5.093 1.757 0.00
C -1.095 -1.973 3.362 0.00
C -0.980 -3.166 4.308 0.00
C -2.480 -1.332 3.523 -0.01
C -4.514 -2.628 0.083 -0.01
C -4.834 -3.980 -0.053 0.00
C -6.082 -4.354 -0.543 0.00
C -7.022 -3.405 -0.919 0.00
C -6.714 -2.057 -0.783 0.00
C -5.487 -1.694 -0.270 0.00
N -5.092 -0.289 -0.072 0.00
C -5.417 0.538 -1.245 0.05
C -6.537 1.329 -1.353 0.00
C -6.770 2.007 -2.547 0.00
C -5.873 1.858 -3.594 0.00
C -4.730 1.069 -3.468 0.00
C -4.481 0.397 -2.273 0.01
C -5.548 0.293 1.163 0.21
C -6.638 -0.165 1.854 -0.13
C -7.071 0.520 2.993 0.25
C -6.419 1.684 3.423 -0.06
C -5.307 2.140 2.765 0.22
C -4.795 1.431 1.630 0.04
N -3.672 1.674 0.968 0.45
C -2.826 2.792 1.331 -0.09
P -1.040 2.393 1.714 0.04
C -1.114 1.942 3.518 0.01
C -2.088 2.674 4.440 0.00
C 0.286 2.005 4.121 0.00
C -0.251 4.060 1.625 0.01
C -1.147 5.236 2.023 0.00
C 0.384 4.310 0.253 0.00
C 0.326 -1.438 -3.602 0.00
C 1.285 -2.632 -3.633 0.00
C 0.005 -0.957 -5.020 0.00
H -2.992 -4.236 -4.637 0.00
H -1.365 -3.708 -5.038 0.00
H -2.679 -2.535 -4.930 0.00
H -2.938 -3.195 -2.461 0.00
H -0.375 -4.798 -2.985 0.00
H -1.988 -5.469 -2.789 0.00
H -1.206 -4.680 -1.435 0.00
H -2.845 -0.913 -3.924 0.00
H -1.868 0.391 -3.299 0.00
H -1.977 -3.728 0.134 0.00
H -2.699 -3.725 1.729 0.00
H 1.250 -3.437 2.178 0.00
H 0.422 -4.131 -0.669 0.00
H 2.015 -4.301 0.070 0.00
H 1.395 -2.709 -0.302 0.00
H -0.825 -5.390 1.032 0.00
H -0.478 -5.208 2.753 0.00
H 0.759 -5.805 1.660 0.00
H -0.330 -1.241 3.656 0.00
H -1.698 -3.947 4.052 0.00
H -1.208 -2.841 5.326 0.00
H 0.018 -3.603 4.318 0.00
H -3.265 -2.077 3.373 0.00
H -2.673 -0.526 2.814 0.01
H -2.584 -0.933 4.535 0.00
H -4.109 -4.742 0.204 0.00
H -6.315 -5.407 -0.643 0.00
H -7.982 -3.705 -1.318 0.00
H -7.424 -1.296 -1.087 0.00
H -7.234 1.416 -0.527 0.00
H -7.648 2.628 -2.656 0.00
H -6.060 2.368 -4.531 0.00
H -4.036 0.986 -4.295 0.00
H -7.168 -1.043 1.511 0.01
H -7.939 0.160 3.528 0.00
H -6.795 2.226 4.281 0.00
H -4.832 3.043 3.114 0.00
H -3.186 3.345 2.190 0.01
H -2.806 3.502 0.500 0.02
H -1.426 0.897 3.490 0.00
H -1.798 3.713 4.596 0.00
H -2.068 2.190 5.420 0.00
H -3.122 2.643 4.105 0.00
H 0.533 3.029 4.414 0.00
H 1.055 1.676 3.430 0.00
H 0.340 1.389 5.022 0.00
H 0.570 3.975 2.343 0.00
H -1.862 5.469 1.231 0.00
H -0.526 6.124 2.156 0.00
H -1.699 5.080 2.947 0.00
H -0.375 4.377 -0.532 0.00
H 1.097 3.530 -0.020 0.00
H 0.917 5.262 0.271 0.00
H 0.858 -0.621 -3.103 0.00
H 0.903 -3.427 -4.276 0.00
H 1.477 -3.056 -2.645 0.00
H 2.250 -2.322 -4.036 0.00
H -0.423 -1.748 -5.634 0.00
H 0.934 -0.640 -5.501 0.00
H -0.673 -0.103 -5.040 0.00
C -1.211 3.619 -3.746 0.00
C -2.136 3.295 -2.762 0.00
C -1.767 2.394 -1.789 0.01
N -0.558 1.804 -1.730 -0.01
C 0.329 2.132 -2.683 0.00
C 0.038 3.027 -3.700 0.00
H -1.464 4.320 -4.533 0.00
H -3.133 3.718 -2.753 0.00
H -2.482 2.113 -1.028 0.00
H 1.302 1.661 -2.623 0.00
H 0.795 3.247 -4.440 0.00
C 3.986 2.273 3.191 0.00
N 3.392 0.943 2.996 0.00
C 3.658 0.029 4.122 0.00
C 2.735 0.753 1.884 0.00
N 2.186 -0.605 1.722 0.00
H 3.476 2.790 4.005 0.00
H 3.884 2.827 2.265 0.00
H 5.040 2.163 3.447 0.00
H 3.668 0.618 5.037 0.00
H 4.628 -0.448 3.994 0.00
H 2.897 -0.737 4.231 0.00
O 4.319 -2.174 -2.393 0.00
S 4.593 -0.653 -2.881 0.00
O 5.612 -0.665 -1.626 0.00
N 3.323 0.151 -2.439 0.00
C 2.896 -0.151 -1.159 0.00
O 1.791 0.413 -0.793 0.00
C 3.568 -1.047 -0.333 0.00
C 3.213 -1.381 1.012 0.00
C 3.859 -2.362 1.677 0.00
C 4.943 -3.052 1.019 0.00
C 5.380 -2.747 -0.216 0.00
C 4.710 -1.722 -0.979 0.00
H 2.057 -1.093 2.606 0.00
H 3.613 -2.604 2.702 0.00
H 5.453 -3.836 1.568 0.00
H 6.219 -3.250 -0.679 0.00
```

The following is a DFT calculation (ωB97M-V/def2-TZVPD) of C16H30IrN2OP2S as an isolated structure in a non-equilibrium geometry.

Results
- 2S+1 = 6
- HOMO-LUMO gap (alpha / beta) (eV) = 5.6 / 6.6

```
53
Properties=species:S:1:pos:R:3:mulliken_spin:R:1
Ir 0.047 0.207 0.351 2.20
P 2.391 -0.126 -0.136 0.21
P -2.374 0.134 0.208 0.25
N 0.031 1.017 -1.318 0.96
H 1.153 -2.353 2.011 0.00
C 3.102 -1.595 -0.973 0.04
H 4.203 -1.554 -0.986 0.00
H 2.746 -1.642 -2.010 0.00
H 2.792 -2.510 -0.453 0.00
C 3.286 -0.068 1.456 0.02
H 4.358 -0.237 1.294 0.01
H 2.882 -0.850 2.108 0.00
H 3.122 0.908 1.928 0.00
C 3.134 1.261 -1.100 0.01
H 4.231 1.247 -1.017 0.00
H 2.746 2.212 -0.713 0.00
H 2.848 1.166 -2.156 0.00
C -3.349 -1.242 -0.496 0.04
H -4.426 -1.047 -0.372 0.01
H -3.093 -2.179 0.009 -0.01
H -3.136 -1.344 -1.565 0.01
C -3.010 0.235 1.916 0.03
H -4.106 0.252 1.890 0.01
H -2.626 1.144 2.392 0.00
H -2.662 -0.642 2.470 0.00
C -3.085 1.607 -0.617 0.02
H -4.160 1.668 -0.396 0.00
H -2.932 1.520 -1.700 0.00
H -2.573 2.504 -0.253 0.00
C 0.004 1.794 -2.441 -0.08
C 0.022 2.110 -4.905 -0.11
C -0.006 1.268 -3.793 0.21
C -0.003 3.226 -2.318 0.21
C 0.023 4.067 -3.428 -0.10
C 0.036 3.507 -4.721 0.21
H 0.035 1.685 -5.926 0.00
H -0.030 0.179 -3.923 0.00
H -0.021 3.642 -1.302 0.00
H 0.035 5.159 -3.282 0.00
H 0.064 4.170 -5.584 0.01
C 0.115 -2.667 1.822 -0.01
O -0.531 -1.677 1.061 0.34
C 0.174 -4.066 1.183 0.02
H -0.057 -4.826 1.936 0.00
H 1.182 -4.333 0.846 0.00
H -0.521 -4.237 0.362 0.00
C -0.560 -2.763 3.183 0.02
H -1.446 -3.404 3.121 0.00
H -0.890 -1.783 3.487 0.00
H 0.144 -3.143 3.931 0.00
S 0.294 1.518 2.185 0.38
C 0.224 0.705 3.656 -0.05
N 0.174 0.174 4.712 0.15
```

The following is a DFT calculation (ωB97M-V/def2-TZVPD) of an isolated molecule of C11H25FNO4P.

Results
- HOMO-LUMO gap (eV) = 10.0
- structure (SMILES) = CCOC[C@@](OC)([PH2]=O)[C@@H](CCCCN)OCF

```
43
Properties=species:S:1:pos:R:3:nbo_charge:R:1
C 1.746 -2.962 0.499 -0.65
C 0.241 -3.048 0.755 -0.06
O -0.421 -1.796 0.662 -0.54
C -0.478 -1.310 -0.652 -0.10
C -1.462 -0.124 -0.744 -0.08
O -1.202 0.683 -1.885 -0.55
C -0.816 0.055 -3.101 -0.25
P -3.185 -0.788 -0.868 1.52
O -3.665 -1.566 0.293 -1.08
C -1.414 0.792 0.496 0.09
C -0.264 1.796 0.513 -0.40
C 1.137 1.198 0.464 -0.42
C 2.192 2.186 0.944 -0.39
C 3.624 1.646 0.886 -0.21
N 3.895 0.915 -0.355 -0.84
O -2.626 1.554 0.546 -0.55
C -3.494 1.345 1.607 0.34
F -4.759 1.178 1.095 -0.36
H 2.026 -3.279 -0.506 0.21
H 2.295 -3.582 1.206 0.22
H 2.087 -1.934 0.637 0.21
H 0.030 -3.409 1.759 0.20
H -0.229 -3.746 0.051 0.17
H 0.507 -0.982 -0.996 0.19
H -0.809 -2.110 -1.330 0.17
H 0.265 -0.106 -3.133 0.17
H -1.093 0.733 -3.904 0.20
H -1.318 -0.899 -3.264 0.17
H -3.938 0.324 -1.270 -0.06
H -3.095 -1.510 -2.080 -0.12
H -1.369 0.138 1.369 0.21
H -0.417 2.488 -0.317 0.22
H -0.375 2.374 1.435 0.20
H 1.379 0.895 -0.554 0.21
H 1.166 0.300 1.092 0.20
H 2.112 3.110 0.364 0.20
H 1.971 2.449 1.983 0.20
H 3.819 1.050 1.787 0.16
H 4.319 2.488 0.915 0.19
H 4.892 0.800 -0.483 0.36
H 3.494 -0.016 -0.322 0.35
H -3.535 2.231 2.245 0.14
H -3.234 0.440 2.163 0.15
```

The following is a DFT calculation (ωB97M-V/def2-TZVPD) of C3H6CoO3 as an isolated structure in a non-equilibrium geometry.

Results
- total charge = +3
- 2S+1 = 5
- HOMO-LUMO gap (alpha / beta) (eV) = 9.0 / 5.4
- relative energy (zero: lowest compared OMol25 entry of this formula, charge and spin) (eV) = 3.905

```
13
Properties=species:S:1:pos:R:3:mulliken_spin:R:1
H 1.151 -1.595 0.965 0.03
O -0.048 0.107 -1.404 0.23
C -0.675 -0.191 -0.389 -0.04
O -0.457 0.671 0.599 0.37
Co 2.017 0.576 -1.022 2.93
O -0.671 -1.414 0.057 0.29
C 0.560 -2.129 0.213 0.01
H 1.140 -2.154 -0.722 0.05
H 0.341 -3.151 0.537 0.00
C -0.794 2.051 0.328 0.05
H 0.176 2.543 0.422 0.04
H -1.196 2.335 -0.649 -0.01
H -1.545 2.353 1.064 0.04
```

The following is a DFT calculation (ωB97M-V/def2-TZVPD) of a 10-piece molecular cluster, C28H78N2O20 overall in a non-equilibrium geometry.

Results
- HOMO-LUMO gap (eV) = 9.5
- structure (SMILES) = COCCNCCOC.COCCNCCOC.OCCO.OCCO.OCCO.OCCO.OCCO.OCCO.OCCO.OCCO
- relative energy (zero: lowest compared OMol25 entry of this formula, charge and spin) (eV) = 0.450

```
128
Properties=species:S:1:pos:R:3:mulliken_charge:R:1
C -19.236 10.521 -7.938 -0.71
O -20.249 10.757 -6.965 -0.44
C -20.653 9.579 -6.307 0.02
C -21.389 10.007 -5.035 0.05
N -20.637 10.979 -4.263 -0.09
C -21.451 11.840 -3.365 -1.62
C -22.251 11.115 -2.313 0.19
O -23.154 10.139 -2.757 0.11
C -24.488 10.566 -2.951 -0.92
H -19.195 11.440 -8.517 0.28
H -19.497 9.649 -8.544 0.34
H -18.257 10.345 -7.482 0.19
H -19.821 8.913 -6.043 -0.36
H -21.357 9.033 -6.946 0.50
H -21.697 9.172 -4.408 -0.02
H -22.328 10.457 -5.394 0.28
H -20.057 11.619 -4.786 0.30
H -22.089 12.417 -4.058 0.48
H -20.768 12.581 -2.947 0.49
H -22.739 11.884 -1.702 0.34
H -21.579 10.589 -1.628 0.05
H -24.965 10.597 -1.967 0.22
H -25.040 9.821 -3.525 0.23
H -24.577 11.503 -3.503 0.33
C -27.979 8.017 -7.506 -0.79
O -26.796 7.807 -8.219 -0.30
C -26.751 6.616 -8.957 -0.44
C -25.343 6.443 -9.517 -0.95
N -24.308 6.499 -8.501 -0.28
C -24.118 5.236 -7.791 -0.57
C -22.736 5.167 -7.160 -0.85
O -22.798 5.802 -5.873 -0.25
C -21.536 5.947 -5.268 -0.41
H -28.057 9.058 -7.200 0.25
H -28.051 7.330 -6.658 0.31
H -28.904 7.869 -8.083 0.32
H -27.451 6.684 -9.800 0.42
H -27.012 5.737 -8.352 0.34
H -25.228 7.229 -10.275 0.34
H -25.205 5.561 -10.147 0.41
H -24.631 7.191 -7.831 0.30
H -24.327 4.416 -8.478 0.56
H -24.801 5.114 -6.940 0.21
H -21.983 5.693 -7.752 0.41
H -22.344 4.165 -6.957 0.36
H -20.825 6.346 -6.002 0.51
H -21.139 4.988 -4.913 0.40
H -21.548 6.647 -4.433 -0.37
O -21.199 7.124 2.986 -0.53
C -22.317 6.799 2.184 0.48
C -22.712 5.322 2.275 -0.87
O -21.715 4.546 1.627 -0.55
H -20.742 6.289 3.143 0.33
H -23.183 7.374 2.530 0.26
H -22.219 7.011 1.110 -0.25
H -23.684 5.300 1.776 0.35
H -22.827 5.146 3.350 0.47
H -22.130 3.733 1.325 0.31
O -15.349 3.398 -2.485 -0.53
C -14.743 4.667 -2.700 -0.77
C -15.682 5.817 -2.431 0.74
O -16.115 5.801 -1.074 -0.47
H -14.712 2.804 -2.086 0.32
H -13.903 4.750 -2.002 0.39
H -14.286 4.751 -3.690 0.31
H -16.458 5.841 -3.200 0.14
H -15.148 6.763 -2.520 -0.43
H -16.513 4.939 -0.898 0.32
O -21.622 7.761 -1.812 0.13
C -20.266 7.420 -1.601 -0.69
C -19.268 8.135 -2.469 0.48
O -19.249 9.563 -2.293 0.05
H -21.677 8.703 -1.618 -0.38
H -19.952 7.490 -0.551 0.36
H -20.206 6.360 -1.880 0.46
H -19.530 8.005 -3.530 -0.31
H -18.251 7.804 -2.254 -0.28
H -19.948 9.969 -2.888 0.07
O -15.072 9.608 -4.380 -0.71
C -16.348 8.998 -4.329 1.19
C -16.498 8.138 -5.549 -0.40
O -15.761 6.924 -5.484 -0.62
H -15.014 10.397 -3.831 0.33
H -16.422 8.332 -3.462 -0.52
H -17.127 9.759 -4.235 0.13
H -16.306 8.584 -6.536 0.34
H -17.544 7.886 -5.772 -0.21
H -14.858 7.145 -5.229 0.38
O -15.641 7.938 0.611 -0.67
C -15.527 9.121 -0.173 0.38
C -14.203 9.168 -0.934 -0.41
O -14.063 10.432 -1.567 -0.39
H -15.893 7.185 0.043 0.45
H -16.392 9.163 -0.840 -0.40
H -15.546 9.936 0.547 0.38
H -13.940 8.333 -1.589 0.06
H -13.410 9.104 -0.178 0.43
H -13.209 10.861 -1.510 0.24
O -21.854 11.426 1.173 -0.49
C -22.946 10.526 1.375 0.17
C -24.257 11.250 1.148 -0.31
O -24.493 12.329 2.031 -0.58
H -21.952 12.115 1.839 0.30
H -22.860 9.608 0.797 -0.18
H -22.890 10.194 2.420 0.39
H -25.093 10.541 1.127 0.32
H -24.247 11.693 0.150 0.05
H -24.772 11.999 2.891 0.35
O -25.352 5.045 -0.795 -0.53
C -24.073 4.548 -1.190 -0.15
C -23.471 5.128 -2.449 0.36
O -24.112 4.596 -3.606 -0.62
H -25.894 4.830 -1.567 0.36
H -23.354 4.767 -0.398 -0.30
H -24.078 3.456 -1.267 0.40
H -22.410 4.863 -2.516 0.10
H -23.532 6.218 -2.382 0.06
H -23.675 5.047 -4.350 0.38
O -15.389 13.006 -0.525 -0.55
C -16.749 13.308 -0.679 -0.67
C -17.631 12.108 -0.872 0.06
O -17.201 11.419 -2.044 -0.42
H -15.134 12.264 -1.095 0.34
H -17.080 13.846 0.214 0.37
H -16.883 13.981 -1.541 0.26
H -18.694 12.341 -0.984 0.23
H -17.498 11.446 -0.004 0.14
H -17.907 10.801 -2.299 0.06
```

The following is a DFT calculation (ωB97M-V/def2-TZVPD) of an isolated ion of composition C3H7N4 and charge +1 in a non-equilibrium geometry.

Results
- total charge = +1
- HOMO-LUMO gap (eV) = 9.1
- structure (SMILES) = [H]/N=C/N=N\C(C)=[NH2+]
- relative energy (zero: lowest compared OMol25 entry of this formula, charge and spin) (eV) = 3.218

```
14
Properties=species:S:1:pos:R:3:nbo_charge:R:1
H 1.218 -1.980 0.605 0.42
N 1.282 -0.978 0.378 -0.58
C 2.372 -0.376 0.225 0.23
N 2.222 1.031 -0.171 -0.03
N 1.089 1.423 -0.286 -0.09
C -0.064 0.769 -0.030 0.55
C -1.049 0.199 -1.029 -0.69
N -0.623 0.899 1.177 -0.70
H 3.304 -0.838 0.237 0.22
H -1.398 1.144 -1.590 0.29
H -1.936 -0.391 -0.566 0.27
H -0.577 -0.312 -1.886 0.27
H -0.213 1.237 2.021 0.43
H -1.355 0.228 1.257 0.41
```

The following is a DFT calculation (ωB97M-V/def2-TZVPD) of an isolated molecule of C18H29N3O3.

Results
- HOMO-LUMO gap (eV) = 9.6
- structure (SMILES) = CCOC(=O)N1CCN(C(=O)N[C@]23C[C@H]4C[C@H](C[C@H](C4)C2)C3)CC1
- relative energy (zero: lowest compared OMol25 entry of this formula, charge and spin) (eV) = 0.000

```
53
Properties=species:S:1:pos:R:3:nbo_charge:R:1
C 7.740 -1.062 -1.646 -0.64
C 6.472 -0.889 -2.471 -0.07
O 5.374 -0.465 -1.665 -0.52
C 4.738 -1.441 -0.979 0.90
O 4.995 -2.620 -1.065 -0.67
N 3.776 -0.929 -0.180 -0.45
C 2.912 -1.816 0.565 -0.22
C 1.449 -1.438 0.344 -0.23
N 1.236 -0.057 0.724 -0.46
C 0.010 0.567 0.746 0.80
O -0.087 1.744 1.045 -0.68
N -1.054 -0.229 0.454 -0.65
C -2.438 0.240 0.428 0.17
C -2.836 0.773 1.808 -0.42
C -4.297 1.217 1.782 -0.22
C -4.475 2.322 0.742 -0.40
C -4.086 1.788 -0.636 -0.22
C -4.976 0.599 -0.995 -0.40
C -4.794 -0.502 0.048 -0.22
C -5.188 0.028 1.425 -0.40
C -3.332 -0.948 0.070 -0.41
C -2.624 1.346 -0.616 -0.42
C 2.419 0.752 0.923 -0.23
C 3.441 0.484 -0.174 -0.21
H 8.568 -1.323 -2.300 0.22
H 7.599 -1.859 -0.920 0.22
H 7.978 -0.140 -1.121 0.21
H 6.212 -1.832 -2.961 0.20
H 6.592 -0.100 -3.217 0.19
H 3.104 -2.831 0.213 0.25
H 3.151 -1.769 1.633 0.19
H 0.823 -2.101 0.954 0.20
H 1.201 -1.594 -0.717 0.19
H -0.891 -1.137 0.057 0.39
H -2.187 1.610 2.063 0.24
H -2.690 -0.012 2.554 0.20
H -4.575 1.597 2.771 0.21
H -3.843 3.174 0.999 0.21
H -5.513 2.661 0.731 0.20
H -4.213 2.579 -1.384 0.21
H -6.023 0.912 -1.022 0.21
H -4.714 0.222 -1.986 0.20
H -5.427 -1.360 -0.210 0.21
H -6.236 0.336 1.417 0.21
H -5.076 -0.760 2.174 0.20
H -3.197 -1.744 0.807 0.21
H -3.050 -1.340 -0.911 0.20
H -1.976 2.184 -0.360 0.24
H -2.329 0.973 -1.601 0.20
H 2.861 0.549 1.906 0.19
H 2.097 1.795 0.902 0.26
H 3.030 0.773 -1.148 0.20
H 4.347 1.071 -0.002 0.22
```